{"formula": "C2H24NO12", "method": "the ωB97M-V functional and the def2-TZVPD basis", "homo_energy_ev": -6.675, "charge": -1, "de_lowest_ev": 3.3030, "total_energy_ev": -28525.2584, "elements": ["O", "C", "O", "C", "N", "H", "H", "H", "H", "H", "H", "O", "H", "H", "O", "H", "H", "O", "H", "H", "O", "H", "H", "O", "H", "H", "O", "H", "H", "O", "H", "H", "O", "H", "H", "O", "H", "H", "O"], "positions_angstrom": [[-0.741012, 1.286413, 0.039412], [0.324542, 0.569993, 0.231719], [1.429323, 0.916644, 0.679269], [0.232230, -0.907207, -0.297682], [1.195670, -1.860002, 0.273333], [-0.710333, -1.258534, 0.252698], [0.160630, -0.976279, -1.330196], [1.350363, -1.652875, 1.311162], [2.165765, -1.642632, -0.091729], [-0.753834, 2.935792, 0.400203], [0.569554, 3.211145, 1.253146], [-0.280587, 3.536476, 1.088843], [-3.113302, 1.483152, 1.783984], [-2.294371, 1.095916, 0.829897], [-3.168956, 0.834741, 1.026064], [3.995304, -1.082470, -2.038806], [2.761300, -1.901995, -2.111643], [3.500813, -1.640996, -2.655224], [-2.266062, -2.204362, -1.754479], [-1.606998, -1.145330, -2.503746], [-1.812364, -2.083506, -2.609250], [-3.557378, -1.151077, -0.041883], [-4.247322, -2.116527, 0.825933], [-3.943228, -1.946323, -0.002080], [-1.280510, 3.473364, 2.708182], [-0.989875, 2.133695, 2.471431], [-1.390525, 2.610900, 3.256845], [3.990362, -0.707560, 0.970719], [3.552311, 0.523954, 0.046826], [4.115450, -0.326988, 0.090710], [-0.884187, 0.586557, -1.715964], [-0.117415, 0.615192, -3.149274], [-0.950432, 0.427592, -2.642864], [3.253930, 1.930723, -1.116497], [2.105999, 2.451367, -0.026303], [3.008625, 2.587861, -0.348287], [-1.395911, -3.597998, 1.076654], [-0.693587, -3.452593, 2.287813], [-1.230203, -4.016232, 1.844601]], "forces_ev_per_a": [[1.4303, -1.3039, -0.0996], [-0.0286, -0.4834, -1.4436], [-1.1353, 0.3660, 0.5765], [-1.2358, -0.3364, 5.1984], [2.4638, 0.8553, 0.6894], [0.4920, 0.5198, -1.5379], [-0.1293, -0.3461, -1.6210], [-0.6189, -0.2155, -1.8517], [-1.4134, -0.2656, 0.4231], [1.8089, 0.6761, 1.5290], [1.8256, -1.1447, 0.0928], [-3.0878, 1.3646, -1.6683], [-1.4604, -1.0186, -0.2121], [2.4380, -0.5025, -2.0707], [-1.3241, 1.2849, 2.3490], [0.1216, -0.1058, -0.0004], [-0.4917, -0.3550, 0.0783], [0.3566, 0.4034, -0.0134], [-0.0444, -0.6701, -0.5066], [0.3562, 0.3124, -0.8955], [-0.6187, -0.2799, 1.1329], [2.0257, 4.9395, 0.2907], [-1.1426, -0.4093, 3.6797], [-0.7952, -4.4095, -3.9065], [-0.3750, -1.3561, 1.6960], [-0.4435, -0.1250, 1.6054], [0.6039, 1.1544, -2.8412], [-0.1556, 0.4261, -0.2513], [0.9773, -1.8552, 0.8159], [-0.7928, 1.4569, -0.4202], [0.4500, 1.1083, 1.3569], [-1.1837, -0.1984, 1.2978], [0.4805, 0.1750, -2.8754], [-1.4296, 2.1282, 2.2656], [0.1662, -0.8330, -0.4069], [1.9336, -0.9343, -2.4144], [-1.0362, 2.0424, -4.3609], [2.6514, 2.5252, 2.2778], [-1.6390, -4.5900, 2.0425]], "mulliken_charge": [-0.833, 0.879, -0.779, -0.370, -0.653, -0.247, 0.734, 0.333, 0.123, 0.395, 0.358, -0.768, 0.371, 0.324, -0.656, 0.347, 0.338, -0.672, 0.317, 0.334, -0.715, 0.299, 0.290, -0.579, 0.417, 0.308, -0.754, 0.281, 0.368, -0.662, 0.338, 0.308, -0.708, 0.317, 0.354, -0.750, 0.330, 0.290, -0.608]}


{"formula": "C2H24O10", "method": "the ωB97M-V functional and the def2-TZVPD basis", "homo_energy_ev": -10.238, "charge": 0, "smiles": "CCO.O.O.O.O.O.O.O.O.O", "de_lowest_ev": 3.5121, "total_energy_ev": -22936.0514, "elements": ["C", "C", "O", "H", "H", "H", "H", "H", "H", "O", "H", "H", "O", "H", "H", "O", "H", "H", "O", "H", "H", "O", "H", "H", "O", "H", "H", "O", "H", "H", "O", "H", "H", "O", "H", "H"], "positions_angstrom": [[1.125694, -0.407771, 0.108107], [0.265140, -0.041054, 1.315451], [0.767812, -0.702046, 2.470410], [2.087304, -0.797067, 0.560437], [0.724012, -1.191425, -0.678990], [1.402539, 0.564973, -0.401292], [-0.734077, -0.289828, 1.172481], [0.009559, 1.070561, 1.455040], [1.506070, -1.309732, 2.332204], [-0.052256, -3.139360, 2.097994], [0.014425, -2.148039, 2.223442], [0.210416, -3.325460, 2.982850], [1.940835, 3.419775, -0.728658], [1.207092, 3.160404, -1.332420], [2.551552, 2.939880, -1.315250], [-2.795194, -0.637122, -2.293894], [-2.267441, -1.253464, -1.759662], [-3.633540, -0.971047, -2.489295], [3.630201, -2.228365, -0.734502], [2.817608, -1.976720, -0.172671], [3.609237, -1.453705, -1.302807], [-2.264954, 1.868161, -2.512048], [-2.470383, 0.914109, -2.550162], [-3.028658, 2.240927, -2.262222], [-3.057870, -0.948950, 1.433214], [-3.495745, -0.892415, 2.293719], [-2.266918, -1.399102, 1.610708], [2.634155, 2.330660, 1.599167], [2.320564, 3.345292, 1.414527], [1.793973, 2.014204, 1.381684], [-1.225191, -2.620891, -1.173279], [-0.793320, -3.153985, -0.484230], [-1.265104, -3.170343, -1.964502], [-0.435293, 3.177020, -1.087786], [-0.696872, 2.814153, -0.181199], [-1.085250, 2.809710, -1.638686]], "forces_ev_per_a": [[0.7754, 0.3421, -1.2753], [0.6887, 0.7710, -0.5780], [-0.6537, 0.7216, 1.2087], [-0.9585, 0.7168, -0.6137], [0.4918, 1.7108, 1.8436], [-0.1678, -1.3167, 0.1196], [-1.8010, -1.3733, -0.3357], [1.6720, -1.0945, 0.3026], [0.1501, 0.7526, -0.5703], [-0.3102, 1.4874, -0.6435], [-0.3863, -0.9029, -0.5941], [0.2339, -1.2167, 1.1855], [0.5913, -1.0276, -2.2868], [-0.8444, 1.0397, 1.2921], [1.2180, 0.4111, 1.0207], [1.9785, 0.6710, 0.1621], [-0.3828, -0.0666, 0.0913], [-1.8349, -1.0887, -0.2003], [-2.1867, 0.7843, 1.3407], [2.0090, -1.2131, -1.1913], [0.4741, 0.0576, -0.4321], [3.9559, -1.6968, -1.6184], [0.3265, -0.1422, 0.1392], [-4.4221, 2.3677, 1.3698], [-1.8391, 1.0523, -0.0478], [0.0321, 0.0189, -0.2631], [1.6817, -1.2241, 0.3448], [0.3920, 4.7520, 0.3922], [1.9158, -3.3476, 0.5208], [-1.9447, -1.6244, -0.5637], [0.2149, -0.2632, 0.1212], [-0.2550, 0.1801, -0.1801], [0.1330, -0.0867, 0.1399], [0.1072, 0.1374, 3.4026], [0.7282, 0.8914, -1.8671], [-1.7829, -1.1808, -1.7360]], "mulliken_charge": [-0.655, 0.387, -0.695, 0.106, 0.517, 0.102, -0.459, 0.125, 0.367, -0.652, 0.437, 0.280, -0.577, 0.316, 0.295, -0.685, 0.404, 0.285, -0.647, 0.493, 0.326, -0.690, 0.427, 0.254, -0.598, 0.296, 0.319, -0.646, 0.359, 0.259, -0.648, 0.291, 0.270, -0.685, 0.285, 0.436]}


{"formula": "C2H24O11", "method": "the ωB97M-V functional and the def2-TZVPD basis", "homo_energy_ev": -10.300, "charge": 0, "smiles": "OCCO.O.O.O.O.O.O.O.O.O", "de_lowest_ev": 2.6671, "total_energy_ev": -24985.3150, "elements": ["O", "C", "C", "O", "H", "H", "H", "H", "H", "H", "O", "H", "H", "O", "H", "H", "O", "H", "H", "O", "H", "H", "O", "H", "H", "O", "H", "H", "O", "H", "H", "O", "H", "H", "O", "H", "H"], "positions_angstrom": [[-0.635725, 0.207099, -0.861179], [-1.194045, 0.497919, 0.405091], [-1.323925, -0.870481, 1.213201], [-0.106875, -1.146221, 1.901911], [0.135555, 0.778699, -0.863569], [-0.711915, 1.354379, 0.876391], [-2.162485, 0.950789, 0.192651], [-1.558335, -1.650841, 0.489191], [-2.111805, -0.943171, 1.962901], [-0.375965, -1.114641, 2.822891], [-0.298745, 3.444909, -1.777039], [0.072675, 2.779369, -2.356119], [0.453435, 3.966999, -1.497959], [0.713615, 1.726229, -3.316099], [0.580075, 0.787469, -3.446979], [1.425475, 1.953089, -3.914439], [-2.857585, 0.129209, -2.592179], [-2.404065, 0.950049, -2.400429], [-2.317465, -0.545261, -2.180359], [-0.892295, -1.482831, 4.496201], [-0.522955, -1.680771, 5.356811], [-1.348615, -2.284541, 4.240731], [1.198145, -0.940471, -3.241079], [2.089245, -1.064441, -2.914279], [0.641865, -1.365941, -2.588569], [0.066145, 3.876689, 1.585591], [0.571825, 3.105349, 1.841651], [0.511135, 4.207179, 0.805211], [0.707315, -2.682861, -0.975879], [0.589855, -1.903311, -0.432989], [-0.137375, -2.802531, -1.409939], [2.204545, 0.254589, -0.035929], [1.802855, 0.942789, 0.494421], [2.988105, 0.001869, 0.452321], [1.709995, -3.078701, 2.787721], [1.264895, -3.911341, 2.630171], [1.233425, -2.446301, 2.249971]], "forces_ev_per_a": [[0.9119, 0.1947, 0.2810], [-1.9850, -1.0251, 0.5014], [0.4463, 1.5972, -0.3580], [-0.2229, -0.0345, -0.6944], [0.3512, -0.2361, -0.9456], [0.5861, -0.5230, 0.5083], [-0.5646, -0.4436, 0.2293], [0.2230, -0.0330, -0.2268], [-0.3812, 0.6860, -0.2066], [0.6288, -0.0164, 0.6864], [-0.6133, 0.8932, 1.1658], [0.2435, -0.5361, -0.6173], [0.0744, 0.2045, -0.0546], [0.2284, 0.3527, -0.4601], [0.1046, -0.9103, 0.1176], [0.1243, 0.1380, -0.1296], [-0.5833, -0.1885, -0.3191], [0.2448, 0.1772, 0.0897], [0.2200, 0.0735, 0.1019], [-0.3127, 0.1977, -0.0660], [0.2801, 0.0518, 0.1788], [-0.1610, -0.3226, 0.0018], [-0.1796, 0.2191, -0.7438], [0.1726, -0.0459, 0.2037], [0.0841, -0.2313, 0.3694], [-0.1254, 0.0129, 0.2005], [0.1328, -0.1356, 0.1897], [-0.0322, 0.1043, -0.2430], [0.1892, -0.2943, -0.2253], [0.0397, 0.4948, 0.3648], [-0.3272, -0.2399, 0.0187], [-0.0605, -0.0062, -0.3655], [-0.0521, 0.1077, 0.2856], [0.2239, -0.1594, 0.1520], [0.4364, -0.2670, 0.4325], [-0.0082, -0.2013, -0.0971], [-0.3370, 0.3449, -0.3257]], "mulliken_charge": [-0.158, -0.015, -0.638, -0.539, -0.021, -0.006, 0.319, 0.249, 0.533, 0.401, -0.617, 0.412, 0.252, -0.596, 0.343, 0.246, -0.632, 0.329, 0.298, -0.625, 0.286, 0.310, -0.681, 0.322, 0.294, -0.616, 0.290, 0.290, -0.751, 0.356, 0.340, -0.553, 0.224, 0.295, -0.632, 0.295, 0.396]}


{"formula": "C2H25HgO11", "method": "the ωB97M-V functional and the def2-TZVPD basis", "homo_energy_ev": -12.853, "charge": 1, "de_lowest_ev": 0.7426, "total_energy_ev": -29168.1044, "elements": ["Hg", "C", "C", "O", "H", "H", "H", "H", "H", "O", "H", "H", "O", "H", "H", "O", "H", "H", "O", "H", "H", "O", "H", "H", "O", "H", "H", "O", "H", "H", "O", "H", "H", "O", "H", "H", "O", "H", "H"], "positions_angstrom": [[-0.825046, -1.953083, 2.032113], [-0.656513, 0.565457, -0.265332], [0.648372, -0.179366, -0.247818], [0.779947, -1.079842, 0.823200], [-1.485645, -0.129034, -0.414344], [-0.745803, 1.252787, -1.109613], [-0.802870, 1.174744, 0.627776], [1.508204, 0.489925, -0.355172], [0.718248, -0.797249, -1.163640], [2.785896, -0.145289, 2.666716], [2.150684, -0.472225, 2.014579], [2.331021, 0.562318, 3.133515], [-1.681893, -3.015403, 0.117745], [-1.680631, -2.660951, -0.801140], [-2.401698, -3.656679, 0.144608], [-1.711841, -2.043869, -2.428143], [-2.205804, -2.092572, -3.254725], [-0.882358, -1.604184, -2.654470], [3.445966, -2.686990, 0.517400], [2.615603, -2.289685, 0.816654], [4.069188, -2.525928, 1.235538], [4.289437, 0.170503, -0.208159], [3.620084, -0.515969, -0.094100], [4.751156, -0.070636, -1.017334], [-3.946537, -0.188526, -0.864225], [-3.288980, -0.447249, -1.521298], [-4.768339, -0.084755, -1.355432], [-0.360830, 3.429588, -2.786183], [-0.987590, 2.816372, -2.395603], [0.263473, 2.881074, -3.271691], [2.936819, 2.654408, 0.625416], [3.358542, 1.808335, 0.403771], [2.401870, 2.879127, -0.141159], [-1.623052, 3.190289, 2.396511], [-2.500552, 2.974064, 2.067522], [-1.089903, 3.332891, 1.607790], [-2.635734, -0.618899, 1.770448], [-3.030359, -0.297236, 0.940691], [-3.362521, -0.626246, 2.407577]], "forces_ev_per_a": [[1.2384, 1.1550, -1.7938], [-0.3959, 0.5265, -0.2797], [-0.5236, -0.8269, -1.1887], [0.3457, -0.6098, 1.5071], [0.0743, -0.0638, 0.2862], [0.3581, -0.0359, -0.0268], [-0.0188, -0.2134, 0.1412], [0.0068, 0.0959, 0.8246], [-0.1605, 0.1097, -0.0345], [-0.0254, -0.3274, 0.1023], [-0.1823, 0.2126, 0.0037], [0.1132, 0.1400, -0.0830], [-0.3233, -0.3834, -0.0334], [0.0951, -0.0338, 0.1391], [0.0355, -0.0469, -0.0038], [0.0187, 0.4498, -0.0392], [-0.0180, -0.2299, 0.0148], [0.0388, -0.0889, -0.0169], [-0.2607, 0.2043, 0.0067], [0.0166, -0.1264, -0.0037], [0.0247, 0.0328, -0.0041], [-0.3363, 0.1639, -0.1057], [0.3702, -0.2653, 0.0706], [0.0576, 0.0272, 0.0158], [0.2596, -0.0800, 0.0861], [-0.0255, -0.0530, -0.0410], [-0.0858, 0.0635, 0.1399], [0.0861, -0.0434, 0.0828], [-0.0996, 0.0413, -0.0768], [0.0115, 0.0623, -0.0623], [-0.3120, -0.2125, 0.0421], [0.2364, 0.1369, -0.0070], [0.1215, 0.1228, -0.0570], [0.0107, -0.3170, -0.0652], [-0.0456, 0.1547, -0.0001], [0.0473, 0.1840, 0.0477], [-0.8005, 0.1908, 0.8109], [0.0091, -0.1930, -0.4398], [0.0379, 0.0764, 0.0405]], "mulliken_charge": [1.520, 0.369, 0.664, -0.880, -0.623, -0.316, 0.353, -0.083, -0.012, -0.629, 0.270, 0.323, -0.517, 0.343, 0.313, -0.638, 0.310, 0.281, -0.670, 0.223, 0.353, -0.632, 0.344, 0.293, -0.625, 0.246, 0.310, -0.625, 0.270, 0.316, -0.604, 0.367, 0.283, -0.635, 0.306, 0.319, -0.497, 0.349, 0.261]}


no.,HOMO-LUMO gap (eV)
1,9.32
2,10.33
3,10.30
4,5.88